C63H47N4O8 | ωB97M-V/def2-TZVPD

Summary:
Net charge: +1
DFT total energy (eV): -88431.10876
HOMO (eV): -10.853
Gap between HOMO and LUMO (eV): 7.42

The geometry in XYZ format:
```
122
Properties=species:S:1:pos:R:3:forces:R:3:lowdin_charge:R:1
C -1.591 -1.531 2.374 0.06 -0.33 0.15 -0.10
C -0.369 -1.375 1.461 -0.19 0.19 -0.05 -0.21
C 0.545 -0.198 1.836 0.05 -0.03 -0.23 -0.17
N 1.867 -0.605 2.333 -0.09 -0.05 0.18 0.12
C 2.320 -0.283 3.532 0.08 0.07 0.06 -0.34
N 1.625 0.404 4.465 0.08 0.03 0.06 0.23
C 2.441 0.537 5.496 0.01 -0.02 -0.08 -0.28
C 2.127 1.246 6.763 -0.28 0.31 0.10 -0.15
C 0.825 2.040 6.680 0.03 -0.18 0.08 -0.08
N 3.622 -0.045 5.257 -0.07 -0.06 0.00 0.13
N 3.554 -0.569 3.994 -0.23 -0.40 -0.31 0.13
H -1.852 -0.590 2.857 -0.01 -0.16 0.09 0.06
H -1.430 -2.281 3.148 0.07 0.06 0.11 0.07
H -2.458 -1.847 1.799 -0.02 0.00 -0.03 0.07
H -0.724 -1.196 0.446 0.02 -0.07 -0.05 0.10
H 0.209 -2.300 1.438 0.02 -0.02 -0.06 0.11
H 0.079 0.421 2.597 0.17 -0.05 0.11 0.08
H 0.712 0.442 0.970 0.06 0.06 0.01 0.13
H 2.465 -1.116 1.704 0.05 0.01 0.02 0.16
H 2.064 0.525 7.580 0.12 -0.10 -0.05 0.13
H 2.939 1.938 6.994 0.16 -0.15 0.04 0.13
H 0.582 2.417 7.670 0.00 0.12 0.00 0.08
H 0.001 1.409 6.353 -0.02 0.01 -0.07 0.08
H 0.928 2.875 5.992 -0.08 0.03 -0.04 0.08
H 4.442 -0.119 5.836 0.06 -0.09 -0.08 0.19
H 4.320 -1.055 3.536 0.27 -0.15 0.35 0.15
C 2.396 6.682 -2.732 0.01 -0.01 0.00 -0.04
C 1.167 6.184 -2.314 -0.01 0.00 0.01 -0.05
C 1.098 5.321 -1.232 -0.02 0.05 -0.05 0.00
C 2.263 4.948 -0.572 0.01 0.01 0.03 -0.09
C 3.503 5.434 -1.004 0.02 -0.04 0.05 -0.08
C 3.561 6.308 -2.081 -0.03 0.03 -0.05 0.01
C 4.779 5.020 -0.347 -0.02 -0.05 0.04 -0.27
O 5.852 5.437 -0.717 0.01 0.03 -0.02 0.12
C 4.689 4.047 0.788 0.03 0.04 -0.05 -0.07
C 5.853 3.575 1.390 -0.01 -0.05 0.03 0.01
C 5.776 2.670 2.437 -0.02 0.03 0.00 -0.05
C 4.530 2.252 2.896 -0.30 0.04 -0.07 -0.06
C 3.375 2.725 2.302 0.00 -0.10 0.01 -0.01
C 3.449 3.611 1.239 -0.07 0.04 -0.04 -0.08
C 2.171 4.039 0.594 0.15 -0.14 0.14 -0.27
O 1.119 3.619 1.030 -0.16 0.11 -0.18 0.09
H 2.445 7.361 -3.572 0.00 0.00 0.00 0.11
H 0.262 6.472 -2.832 0.00 0.01 0.00 0.11
H 0.150 4.929 -0.890 0.01 -0.01 0.04 0.12
H 4.523 6.685 -2.400 0.02 -0.03 0.02 0.12
H 6.809 3.917 1.019 -0.01 0.04 -0.01 0.12
H 6.684 2.294 2.892 0.00 0.01 0.01 0.11
H 4.394 1.539 3.697 0.50 0.25 0.03 0.07
H 2.398 2.403 2.640 -0.01 0.05 -0.01 0.10
C 10.318 -4.810 2.825 -0.01 0.00 0.00 -0.04
C 9.893 -3.511 2.580 0.00 0.02 0.00 -0.05
C 8.602 -3.130 2.907 0.06 0.00 -0.01 0.00
C 7.729 -4.052 3.472 -0.05 0.04 0.01 -0.09
C 8.153 -5.368 3.702 -0.06 -0.01 0.01 -0.07
C 9.452 -5.737 3.383 0.04 0.01 -0.02 0.01
C 7.234 -6.403 4.270 -0.05 0.02 0.02 -0.27
O 7.604 -7.535 4.473 0.03 0.00 -0.01 0.13
C 5.833 -5.983 4.573 0.07 -0.08 -0.01 -0.07
C 4.912 -6.905 5.056 -0.06 0.01 0.02 0.02
C 3.614 -6.506 5.346 0.03 0.04 -0.01 -0.04
C 3.227 -5.179 5.164 0.21 -0.26 0.00 -0.05
C 4.153 -4.272 4.680 -0.67 0.10 0.17 -0.02
C 5.440 -4.665 4.378 0.19 0.41 -0.16 -0.09
C 6.357 -3.626 3.831 0.00 -0.17 0.03 -0.26
O 5.974 -2.471 3.685 0.00 0.13 -0.07 0.04
H 11.329 -5.103 2.575 0.00 0.00 0.00 0.11
H 10.570 -2.795 2.134 0.01 0.00 0.00 0.11
H 8.259 -2.121 2.726 -0.02 0.00 0.02 0.12
H 9.769 -6.752 3.575 -0.04 -0.02 0.00 0.13
H 5.223 -7.931 5.197 0.03 0.01 0.00 0.13
H 2.902 -7.230 5.717 0.00 -0.01 0.00 0.11
H 2.217 -4.868 5.396 0.00 -0.01 0.00 0.11
H 3.874 -3.239 4.529 -0.01 0.01 0.00 0.09
C -1.618 2.630 2.274 -0.01 -0.04 0.04 -0.06
C -2.177 3.902 2.319 -0.05 -0.02 -0.02 -0.05
C -3.302 4.189 1.564 0.05 0.00 0.04 0.01
C -3.866 3.208 0.754 -0.05 0.03 -0.03 -0.08
C -3.293 1.940 0.698 -0.05 -0.01 -0.07 -0.07
C -2.174 1.656 1.467 0.12 0.02 -0.02 -0.01
C -3.845 0.873 -0.188 -0.04 0.08 0.01 -0.26
O -3.336 -0.230 -0.222 0.05 -0.04 -0.02 0.10
C -5.027 1.216 -1.023 0.04 0.01 0.03 -0.08
C -5.537 0.261 -1.895 -0.04 -0.01 -0.05 0.00
C -6.644 0.557 -2.672 -0.01 -0.04 -0.03 -0.06
C -7.251 1.804 -2.581 0.01 0.01 0.01 -0.04
C -6.745 2.761 -1.717 -0.04 -0.01 -0.04 0.01
C -5.629 2.475 -0.941 0.04 0.00 0.03 -0.08
C -5.089 3.535 -0.040 0.02 -0.02 0.01 -0.28
O -5.615 4.621 0.046 0.00 0.02 -0.02 0.12
H -0.739 2.401 2.863 0.01 0.10 0.01 0.09
H -1.735 4.669 2.941 0.01 0.00 0.00 0.11
H -3.756 5.170 1.588 -0.04 -0.01 -0.01 0.12
H -1.751 0.661 1.414 -0.18 0.30 -0.17 0.06
H -5.058 -0.707 -1.954 0.01 0.00 0.04 0.12
H -7.038 -0.186 -3.354 -0.01 0.00 0.00 0.11
H -8.117 2.028 -3.189 0.01 0.00 -0.01 0.11
H -7.203 3.737 -1.637 0.03 0.02 0.02 0.12
C -10.044 -0.598 -10.197 0.01 0.00 0.01 -0.05
C -9.669 -1.739 -10.897 0.01 -0.01 0.01 -0.05
C -8.575 -2.481 -10.485 -0.06 0.01 -0.04 0.00
C -7.843 -2.078 -9.375 0.04 -0.01 0.03 -0.08
C -8.209 -0.922 -8.682 0.04 0.00 0.02 -0.08
C -9.316 -0.189 -9.092 -0.05 0.01 -0.05 0.00
C -7.421 -0.444 -7.511 0.00 -0.03 -0.01 -0.28
O -7.740 0.552 -6.897 -0.02 0.00 0.02 0.10
C -6.219 -1.236 -7.117 -0.05 0.04 -0.03 -0.08
C -5.437 -0.784 -6.062 0.11 0.01 0.12 -0.01
C -4.327 -1.508 -5.662 -0.02 -0.02 -0.02 -0.06
C -3.994 -2.690 -6.316 -0.01 0.00 0.00 -0.06
C -4.766 -3.142 -7.373 0.06 -0.01 0.04 0.00
C -5.877 -2.414 -7.781 -0.03 0.00 -0.03 -0.08
C -6.679 -2.905 -8.941 -0.01 0.03 0.02 -0.28
O -6.391 -3.936 -9.508 0.01 -0.01 -0.01 0.11
H -10.904 -0.025 -10.517 0.00 0.00 0.00 0.11
H -10.234 -2.050 -11.766 -0.01 0.00 0.00 0.11
H -8.274 -3.373 -11.016 0.02 -0.02 0.03 0.12
H -9.592 0.698 -8.539 0.04 0.01 0.02 0.12
H -5.707 0.136 -5.563 -0.04 0.01 -0.04 0.11
H -3.718 -1.152 -4.841 0.00 0.00 0.00 0.10
H -3.129 -3.258 -6.000 0.00 0.00 0.00 0.11
H -4.520 -4.057 -7.894 -0.02 0.01 -0.03 0.12
```
Positions in Å, forces in eV/Å.